C16H14MnN5O6 as an isolated structure, computed with ωB97M-V with the def2-TZVPD basis set.

Output
Max |F| (eV/A): 0.47
Net charge: -1
LUMO (spin up / spin down) (eV): 2.4 / 2.4
Molecular weight (g/mol): 427.3
Orbital gap (spin up / spin down) (eV): 7.55 / 7.05
Spin multiplicity: 2

Structure (XYZ):
```
42
C16H14MnN5O6 (ωB97M-V with the def2-TZVPD basis set)
Mn 0.424 -0.251 0.295
O -1.922 1.787 -2.338
C -0.957 1.358 -1.722
O -0.933 0.275 -1.023
C 0.385 2.096 -1.808
C 1.536 1.109 -2.060
C 2.768 1.832 -2.592
C 3.242 2.593 -1.327
C 2.223 2.136 -0.284
O 1.951 0.776 -0.705
C 0.860 2.802 -0.490
C 0.000 2.587 0.764
O -0.643 3.521 1.223
O 0.104 1.421 1.309
H 0.307 2.822 -2.616
H 1.258 0.192 -2.573
H 2.516 2.490 -3.423
H 3.516 1.113 -2.922
H 3.232 3.677 -1.441
H 4.248 2.285 -1.042
H 2.572 2.126 0.745
H 0.944 3.878 -0.640
O 0.988 -1.882 -0.736
N 1.721 -2.650 -0.005
C 2.959 -2.786 -0.403
C 3.486 -2.145 -1.583
N 3.934 -1.664 -2.526
C 3.819 -3.634 0.378
N 4.516 -4.306 0.999
N -0.041 -1.747 6.389
C 0.088 -1.515 5.036
C 1.164 -2.028 4.312
C 1.229 -1.794 2.955
N 0.325 -1.082 2.278
C -0.707 -0.586 2.981
C -0.873 -0.790 4.332
H 0.786 -2.030 6.885
H -0.646 -1.131 6.902
H 1.940 -2.607 4.795
H 2.043 -2.208 2.376
H -1.412 0.021 2.432
H -1.732 -0.366 4.835
```

---

C16H14N2OS2SbSe4W as an isolated structure in a non-equilibrium geometry, computed with ωB97M-V with the def2-TZVPD basis set.

Output
Max |F| (eV/A): 1.54
Relative energy (zero: lowest compared OMol25 entry of this formula, charge and spin) (kcal/mol): 18.0
Net charge: -1
LUMO (eV): 1.4
Molecular weight (g/mol): 935.9
Orbital gap (eV): 6.35

Structure (XYZ):
```
41
C16H14N2OS2SbSe4W (ωB97M-V with the def2-TZVPD basis set)
W -2.699 -0.935 0.533
C 0.831 0.214 -0.810
C -0.426 -0.540 -1.099
N -1.588 0.035 -1.201
N -1.699 1.356 -0.675
C -1.942 1.107 0.575
S -4.659 -0.518 1.244
S -2.210 2.385 1.712
C -1.617 3.824 0.778
C -0.154 3.781 0.420
C 0.247 3.857 -0.909
C 1.594 3.822 -1.244
C 2.556 3.700 -0.252
C 2.162 3.620 1.078
C 0.817 3.663 1.410
C -0.364 -1.998 -1.259
C 0.872 -2.646 -1.319
C 0.958 -4.020 -1.397
C -0.211 -4.769 -1.413
C -1.448 -4.155 -1.325
C -1.538 -2.778 -1.225
O -2.746 -2.197 -0.959
H 0.650 1.281 -0.744
H 1.559 0.011 -1.597
H 1.259 -0.154 0.128
H -1.816 4.658 1.454
H -2.230 3.954 -0.112
H -0.506 3.917 -1.684
H 1.890 3.874 -2.284
H 3.605 3.658 -0.512
H 2.905 3.513 1.859
H 0.512 3.576 2.446
H 1.784 -2.071 -1.271
H 1.924 -4.504 -1.379
H -0.158 -5.849 -1.437
H -2.360 -4.736 -1.277
Se 2.705 -2.401 1.743
Sb 1.441 -4.052 2.898
Se -1.503 -1.794 2.164
Se 0.843 -3.652 5.136
Se 0.758 -6.034 1.807
```

---

C16H14N3O4V as an isolated structure in a non-equilibrium geometry, computed with ωB97M-V with the def2-TZVPD basis set.

Output
Max |F| (eV/A): 3.65
Relative energy (zero: lowest compared OMol25 entry of this formula, charge and spin) (kcal/mol): 18.8
LUMO (spin up / spin down) (eV): 0.1 / -0.3
Molecular weight (g/mol): 363.2
Orbital gap (spin up / spin down) (eV): 7.21 / 8.16
Spin multiplicity: 3

Structure (XYZ):
```
38
C16H14N3O4V (ωB97M-V with the def2-TZVPD basis set)
V 0.219 -0.637 0.012
O -0.983 -1.162 -1.170
C -1.255 -0.968 -2.424
C -2.303 -1.654 -3.065
C -2.534 -1.475 -4.408
C -1.740 -0.605 -5.169
C -0.720 0.082 -4.564
C -0.457 -0.072 -3.191
C 0.620 0.634 -2.576
N 0.914 0.605 -1.311
C 2.098 1.339 -0.865
C 2.837 0.425 0.123
N 1.789 -0.027 1.019
C 1.883 0.145 2.290
C 0.760 0.037 3.181
C 0.927 0.074 4.571
C -0.156 0.151 5.414
C -1.442 0.226 4.870
C -1.641 0.206 3.508
C -0.553 0.089 2.626
O -0.717 0.084 1.334
H -2.910 -2.324 -2.470
H -3.339 -2.020 -4.884
H -1.933 -0.480 -6.225
H -0.101 0.760 -5.142
H 1.247 1.231 -3.240
H 1.774 2.238 -0.333
H 2.739 1.631 -1.700
H 3.637 0.956 0.645
H 3.250 -0.427 -0.418
H 2.837 0.464 2.716
H 1.932 0.038 4.978
H -0.017 0.171 6.487
H -2.296 0.305 5.531
H -2.635 0.260 3.083
O 0.157 -2.492 0.975
N 1.005 -2.978 0.199
O 1.438 -2.099 -0.608
```

---

C16H14N5O7S2Zr as an isolated structure, computed with ωB97M-V with the def2-TZVPD basis set.

Output
Max |F| (eV/A): 0.88
Relative energy (zero: lowest compared OMol25 entry of this formula, charge and spin) (kcal/mol): 3.8
Net charge: +1
LUMO (eV): -4.3
Molecular weight (g/mol): 543.7
Orbital gap (eV): 6.68

Structure (XYZ):
```
45
C16H14N5O7S2Zr (ωB97M-V with the def2-TZVPD basis set)
Zr 0.158 -0.034 0.057
O -2.196 0.876 3.546
C -1.717 0.552 2.376
O -0.723 -0.141 2.212
C -2.545 1.138 1.252
O -1.964 0.863 -0.023
C -2.754 0.051 -0.949
C -2.218 -1.390 -1.015
O -2.727 -2.180 -1.747
O -1.174 -1.579 -0.227
H -1.658 0.486 4.257
H -2.622 2.218 1.390
H -3.544 0.703 1.310
H -2.669 0.530 -1.923
H -3.796 0.044 -0.635
O 4.528 -1.607 -3.131
C 3.700 -0.919 -3.931
C 4.099 -0.755 -5.258
C 3.296 -0.071 -6.142
C 2.073 0.468 -5.736
C 1.671 0.311 -4.433
C 2.469 -0.379 -3.506
C 2.007 -0.514 -2.134
O 0.823 0.037 -1.828
N 2.698 -1.129 -1.227
N 2.091 -1.145 0.048
C 2.805 -1.796 0.923
S 4.360 -2.439 0.569
C 4.583 -3.205 2.200
C 3.846 -2.370 3.230
S 2.208 -2.010 2.536
H 4.134 -1.673 -2.242
H 5.045 -1.178 -5.563
H 3.621 0.047 -7.167
H 1.450 1.001 -6.439
H 0.728 0.722 -4.103
H 5.652 -3.234 2.405
H 4.200 -4.224 2.165
H 4.362 -1.434 3.438
H 3.695 -2.915 4.160
N 0.827 1.824 0.826
C 1.406 2.856 1.001
N 2.064 3.849 1.285
C 1.891 5.137 1.040
N 1.779 6.270 0.865
```